Entry 1:
71
Properties=species:S:1:pos:R:3 method="wB97M-V/def2-TZVPD" e_homo_ev=-14.0 fmax_ev_per_a=1.013 charge=+2 energy_ha=-2041.173431
C -4.41995 2.96054 -2.17269
C 0.77441 -0.02263 3.00412
H -1.20029 3.39463 -2.58287
H 4.30945 3.06798 -2.61135
C -0.11904 -0.82356 5.07577
H -1.68813 2.16667 -3.74400
H 0.01536 -1.28320 6.04568
C -3.67361 -2.31169 1.74392
H -3.72948 0.01967 -3.08180
H 0.82582 0.18062 -3.61460
H 3.69488 -0.75927 2.23422
H 1.94820 -1.20507 -3.71019
H -0.58110 1.75574 -2.43880
C 4.89824 3.78600 -0.65691
H -2.42961 2.94209 0.58418
C 1.31068 -3.57298 -2.26946
H 0.81531 -1.82778 0.60188
H 4.81152 4.82890 -0.96261
C 1.63674 -4.96701 -0.34396
H -2.46924 0.46906 3.03001
C 1.61878 -4.80414 -1.72234
H -5.34879 2.66822 -1.68013
O 0.13843 -0.29682 -1.29953
H 3.87566 0.96117 1.88742
H -2.24234 -0.54727 5.29122
H -2.15500 -3.04127 0.40003
H 4.24419 1.83574 -1.34995
C 4.06602 2.88548 -1.56598
C 0.97105 -0.60774 4.24488
C 0.94667 -0.88360 -3.42845
H 5.95024 3.50770 -0.69873
Si -2.97281 1.90568 -1.62296
H -4.11046 -0.36138 -1.42447
H -3.34345 1.45276 0.81304
C 1.88807 2.51509 -0.47232
C 1.34179 -3.89526 0.49446
H 2.30480 4.05479 -1.64610
C -2.28096 -2.26515 1.15546
H -4.24665 4.01436 -1.94724
S 0.35770 3.23528 -0.02348
H 1.37628 -4.02852 1.56817
H 3.46354 0.42056 3.53020
H 1.96622 -0.87885 4.56666
C 1.87284 0.35165 2.10194
N 1.46873 0.91722 1.01298
C 3.31040 0.23673 2.46844
C -1.50680 0.13710 3.39790
H 1.88872 -5.92857 0.08314
C -2.53107 1.90942 0.23498
H 1.29314 -3.45272 -3.34434
H -3.78864 -1.60002 2.56101
N 2.63199 3.13724 -1.38242
H -2.79213 -0.76150 -0.00484
C 0.99743 -2.49054 -1.43820
H 1.85313 -5.63782 -2.36980
H -4.56397 2.86743 -3.25033
H -1.51567 -2.39445 1.91978
C 0.66940 -1.18720 -2.00009
C -1.46094 2.34281 -2.68949
O -2.01663 -0.97307 0.53638
H -4.42568 -2.10307 0.97985
H -2.43668 -0.54518 -2.04603
N -0.46793 0.32030 2.57620
H -3.87082 -3.31056 2.13196
C -1.37891 -0.42518 4.65301
C 1.01835 -2.66955 -0.04629
C -3.33483 0.07647 -2.06572
Zr -0.59950 0.84479 0.34047
N 2.35294 1.42622 0.12280
H 4.55442 3.69791 0.37467
H 0.23952 -1.43139 -4.05839

Entry 2:
21
Properties=species:S:1:pos:R:3 method="wB97M-V/def2-TZVPD" e_homo_ev=-8.3 fmax_ev_per_a=4.068 smiles="C=CN1N(SC)C1(C)C" energy_ha=-743.362378
C -3.02415 -1.00442 0.51799
C 0.18779 1.99193 -1.11743
H 2.39674 -3.04950 -0.43820
S -2.14373 0.17849 -0.55472
H -4.09224 -0.76244 0.49948
C 0.38802 1.00007 0.01122
N 0.47441 -0.34482 -0.52640
H 0.97386 2.43830 1.44709
C 1.41251 -2.61589 -0.44424
H 1.22189 1.97386 -1.66392
H -0.07771 2.94583 -0.60924
H 2.37491 1.47574 0.79943
H -0.68553 1.71100 -1.75468
H -3.05134 -2.06785 0.22686
N -0.64632 0.05737 0.24756
H 1.15790 0.80813 2.10591
C 1.46650 -1.33081 -0.23612
H 0.60717 -3.01886 -0.88697
C 1.24112 1.42618 1.10702
H 2.39856 -0.87040 -0.20688
H -2.58036 -0.94192 1.47623

Entry 3:
104
Properties=species:S:1:pos:R:3 method="wB97M-V/def2-TZVPD" multiplicity=5 e_homo_ev="-11.4 / -11.5" s2=6.01 fmax_ev_per_a=5.816 charge=+2 energy_ha=-8363.892015
C 0.61038 -1.83915 5.81676
H 6.66662 -1.42922 0.86641
H -7.21438 3.61696 -1.55010
H 1.49570 -0.24838 7.85125
H 4.92217 0.93766 2.24800
H -1.05096 0.73273 2.06831
C 4.77760 1.25656 -1.12724
H 5.39022 1.47331 -1.98933
H 3.88321 -0.46705 5.68104
H -5.40811 3.14481 -1.54143
Se -5.48358 -1.46662 -1.08041
C 0.49759 -3.90438 1.32090
H -5.44987 0.02140 1.03689
H 3.54569 0.46121 3.73424
H 2.23360 -2.20356 -0.97515
H -6.19279 3.61615 -0.09060
C -0.69699 -2.05758 0.34664
N -0.32411 1.83033 -0.85215
H 0.37146 -2.27728 4.83816
H 0.32957 0.65882 6.85745
N 0.55169 0.38687 -2.29784
C -1.79929 -0.82846 -6.73528
H -7.52267 -1.83917 0.38009
H 3.22394 -1.91371 4.86029
H 1.60835 -0.36821 -6.54114
H 2.10823 1.16361 6.94853
C 0.56741 -0.60416 -6.27895
Co 0.66146 0.32138 -0.25517
C 3.13477 0.86961 1.07830
H -8.83123 1.12247 -2.32178
H -1.56589 -1.46075 0.10578
H -2.35729 4.44953 -1.11341
C -8.11986 1.39524 1.06324
Ge -7.04174 1.24675 -0.58162
H 8.58479 0.82288 1.70702
H 2.44463 -4.26044 0.41527
H 0.61576 -4.83509 1.85715
C -1.01934 -0.92672 -4.44656
C -0.04689 0.36704 2.47153
C -5.41199 0.21321 -0.07890
C 1.57358 -3.62326 0.45947
H 6.87941 -1.22745 -0.82414
C -0.45987 -0.79621 -7.18637
H -4.44091 0.62675 -0.39669
H 7.30106 2.52836 -0.83385
H 6.98153 0.59652 2.51244
C 7.67101 1.46359 -0.81356
H -6.44298 -3.37932 0.42474
H -3.80885 -0.56018 -7.30321
C 4.56483 1.00325 1.24579
C -1.13402 2.84869 -0.42704
C 6.87218 0.66982 0.30554
O 2.22496 0.79287 -4.28784
C 0.20326 -0.06708 3.75610
C 7.21593 -0.81518 0.13273
H -3.05230 -1.14089 -5.00453
N 2.60173 0.95833 -0.16413
S 1.37533 -0.19389 -3.65173
H 7.32553 2.20352 1.73984
H -7.85941 -0.34885 -2.44359
H -7.48069 -3.00307 -1.01986
H -2.57688 -0.34879 -8.50755
C 5.39050 1.02928 0.14816
C -6.91172 -2.55317 -0.18912
H -1.26545 3.09032 0.67877
H 8.74441 1.56468 -0.68619
N 0.42676 -1.67201 -0.21111
C 2.51220 0.31715 3.46592
C -2.02779 -0.91446 -5.34590
C 3.15897 -1.23934 5.72542
H -8.97296 1.97715 0.67658
C -1.74388 3.13476 -2.73153
H 7.60937 0.98096 -1.77570
N 0.93618 0.52457 1.58597
C 7.47522 1.14308 1.66503
C -1.75868 3.62808 -1.40557
C -0.66285 -3.15578 1.32972
H -7.58398 1.90023 1.82144
O 1.95736 -1.45852 -3.16079
H 2.81681 1.26703 -2.14492
C 1.40482 0.30180 6.90669
C 0.26350 -0.55759 -4.91455
C 2.21231 0.65438 2.09045
N -2.35614 -3.09127 3.29282
C -7.81755 0.71491 -2.26874
C 1.72210 -0.70334 5.73709
C 1.46331 -2.54050 -0.34010
H -0.66409 -0.41688 4.34343
C 1.50101 -0.09881 4.33268
H 3.28911 -1.84896 6.58718
H -2.42180 3.51594 -3.49919
N -2.82196 -0.67579 -7.61391
H -0.36989 -1.37227 6.18850
C 3.38674 1.21721 -1.24194
C -0.30608 1.50166 -2.18770
H 0.88062 -2.69252 6.47068
N -0.91989 2.17164 -3.15059
C -1.57080 -3.16194 2.40328
C -6.37038 3.12517 -1.00324
H -7.26472 1.24052 -3.02612
H -1.14674 -1.13167 -3.37922
H -0.25315 -0.58996 -8.26847
H 8.29883 -0.89112 0.24556
H -8.46189 0.39925 1.44048

Entry 4:
16
Properties=species:S:1:pos:R:3 method="wB97M-V/def2-TZVPD" e_homo_ev=-8.6 fmax_ev_per_a=4.490 smiles="C[C@@H]1OC[C@@H](S)C1=S" energy_ha=-1066.765376
C -0.46098 -0.30187 -0.94840
H -2.10311 -1.95442 -0.92076
H 1.96203 2.37045 -0.04486
H -1.39288 -0.54556 0.62513
S -1.02345 2.37559 -0.00768
C -0.19554 0.94249 0.05636
O 0.63593 -1.18852 -0.52732
C 1.03973 0.54917 0.75741
H 1.88746 -1.42787 1.20960
H -2.42994 -0.06633 -0.84888
C 0.84209 -0.93976 0.94732
H 1.11327 1.19153 1.55205
C -1.75912 -0.87915 -0.54534
H -0.14787 0.08378 -2.05410
H -0.12835 -1.32841 1.49352
S 2.16071 1.11889 -0.74406

Entry 5:
10
Properties=species:S:1:pos:R:3 method="wB97M-V/def2-TZVPD" e_homo_ev=-8.6 fmax_ev_per_a=6.023 smiles="[H]/P=C(/C)P" energy_ha=-762.404532
H -0.00626 0.08968 2.28307
C 0.33911 -0.35860 1.24987
H -1.88578 1.48325 -1.04315
H 0.10020 0.18888 -2.50467
P -1.87762 0.97767 0.19641
H 1.32905 -0.30383 1.14150
H 0.15360 -1.52697 1.47305
C -0.28115 0.24386 0.03959
P 0.41226 -0.62480 -1.41381
H 1.71658 -0.16913 -1.42186

Entry 6:
61
Properties=species:S:1:pos:R:3 method="wB97M-V/def2-TZVPD" multiplicity=3 e_homo_ev="-8.6 / -10.2" s2=2.01 fmax_ev_per_a=3.398 charge=+1 energy_ha=-2189.599267
C -0.66257 -1.50682 -1.34963
C -2.64260 0.53445 -0.75467
H -0.65190 -1.06415 2.39587
N 1.25785 0.32741 1.33156
H 0.32889 3.94090 0.98723
H -3.23903 -0.16803 -1.31980
C 3.14163 -0.01834 3.38773
H -1.22404 -1.31010 -4.74111
C -1.35869 -1.65512 -3.72222
C 2.27854 1.30304 -3.44313
H 3.87173 -0.14969 4.17383
C 3.32971 -0.59302 2.14686
H -1.28998 4.49556 1.40731
H -1.86675 1.51838 -2.50271
H 3.96891 -1.35043 -2.24096
C 1.09679 0.87560 2.55757
C -1.85966 1.48507 -1.42239
N -0.66304 -1.43214 1.45107
C -2.32798 -2.59143 -3.41383
H 2.21461 1.98680 -4.27722
H -3.01412 -6.14737 1.49199
N 1.41447 0.63165 -1.29915
H -2.65763 -4.92889 3.62660
C -2.69878 0.54381 0.63218
H 0.12166 -0.36491 -3.01523
H 3.85898 0.08657 -4.26729
C 1.99254 0.73631 3.59082
C -1.17064 2.45327 -0.68560
H -0.43548 3.42038 2.49772
C -2.59863 -5.14848 1.48796
H 0.19054 1.43828 2.70788
C -1.98502 1.50273 1.36262
C -1.56411 -2.57599 -1.09711
H -2.11496 1.55561 2.43754
H 4.21097 -1.18420 1.93457
H 1.78719 1.20217 4.54412
H -2.43320 -5.09563 -0.62992
C 3.19093 0.25577 -3.43447
C -0.57910 -1.12440 -2.70217
H -0.65209 3.25973 -1.18892
H 3.27255 -1.70087 -0.11428
H 0.28829 -1.73283 1.23408
C 3.24512 -0.54954 -2.31675
C 2.36795 -0.30940 -1.26368
C 1.41901 1.43848 -2.37889
C -2.27838 -4.54234 0.28547
C -1.74751 -3.24851 0.22049
H -3.18032 -3.76826 -1.86789
C -2.41352 -3.04494 -2.11271
H -1.53998 -2.72529 3.57923
C -2.38658 -4.47787 2.68156
H 0.67666 2.21990 -2.39852
C -1.44233 -2.64444 1.44087
C -1.77867 -3.23539 2.65110
C -1.23213 2.48661 0.70752
Ti -0.22262 0.09850 -0.05302
N 2.50951 -1.04386 -0.08150
H -3.34365 -0.15454 1.14907
C -0.61261 3.64030 1.44631
H -3.00114 -2.97006 -4.17229
C 2.37288 -0.40921 1.15662

Entry 7:
12
Properties=species:S:1:pos:R:3 method="wB97M-V/def2-TZVPD" e_homo_ev=-7.8 fmax_ev_per_a=0.588 smiles=Nc1ccc(S)o1 energy_ha=-683.583771
N -2.61117 -0.89511 0.08196
H -3.45475 -0.42821 -0.24262
C -1.29449 1.25224 0.00055
C 0.12017 1.42871 0.00982
H 2.48528 -0.66293 1.22076
C 0.69574 0.19589 0.01236
S 2.33794 -0.35336 -0.08731
C -1.47920 -0.10611 0.00207
H 0.68419 2.35590 0.01218
H -2.52327 -1.81496 -0.33823
O -0.31168 -0.76847 0.00286
H -2.08015 1.99307 -0.00060

Entry 8:
18
Properties=species:S:1:pos:R:3 method="wB97M-V/def2-TZVPD" e_homo_ev=-14.4 fmax_ev_per_a=6.206 charge=+1 smiles="CC1=[N+]=C(I)CC[C@@H]1O" energy_ha=-661.352726
I 1.43230 -3.66998 -0.67808
H 2.55337 -0.56922 -0.41096
H 1.78812 1.42717 0.56255
H 0.34901 0.56260 -1.71475
O -0.66544 1.98510 -0.56476
H -2.91309 -0.82049 0.63066
C 0.87419 -1.78936 -0.19849
N -0.61527 -1.49298 -0.24202
H -2.97437 0.64671 -0.59064
C -2.32827 0.11789 0.12392
H 0.56524 0.62703 1.49769
H 0.01205 2.76240 -0.54188
H 2.32664 -1.04478 1.11502
C -0.95655 -0.26230 -0.22406
C 0.99880 0.58902 0.51947
C 1.71702 -0.74049 0.32127
H -2.11959 0.90732 0.98265
C -0.04417 0.76437 -0.58760

Entry 9:
61
Properties=species:S:1:pos:R:3 method="wB97M-V/def2-TZVPD" multiplicity=2 e_homo_ev="-4.2 / -4.0" s2=0.76 fmax_ev_per_a=2.943 charge=-1 energy_ha=-2740.884752
C -2.16392 -1.38233 1.01281
H 1.27746 -0.50146 -4.07999
C -1.31508 3.86554 2.27225
H -0.64999 -4.43676 2.94199
H 2.01106 -2.91350 0.98087
O -2.48533 1.10133 -1.97503
O 0.25574 -0.29898 -2.29147
H 3.69220 -2.67921 1.73576
H 0.96063 1.09579 -3.53583
C -2.53830 0.72450 -4.42602
C 2.65228 -0.85613 1.42735
H 2.86229 4.49762 0.27255
H -1.58322 -2.36687 -1.36745
O 1.33715 -0.37264 1.65292
H -1.30454 -2.21375 2.82002
H 2.10528 3.01810 -1.40321
H -1.21733 -5.71905 1.98297
C -1.54781 -4.76674 2.40117
C 1.26677 0.11384 -3.17400
H 4.26393 2.78389 -0.41988
H 2.24320 -2.54281 2.67092
H -3.79912 -0.16638 -2.83599
O 1.07991 1.71221 -0.23986
H -0.35579 -3.00608 -0.33271
H -2.66103 -0.04585 -5.19429
H -3.23037 1.53565 -4.66903
O -1.78542 -3.77906 1.42626
H -1.51258 1.08391 -4.53643
H -0.75485 3.96330 3.20855
H 2.90734 -0.61973 0.39175
C -0.67974 -2.08701 -0.82973
H 1.12446 4.50704 0.18999
H -2.37813 -4.95409 3.08661
H -0.65113 4.33902 1.54369
H 3.60048 1.14432 -0.86619
C -2.78286 0.22735 -3.00273
H -2.97873 -2.58541 2.55619
H -0.73037 1.83513 2.21691
C 3.51172 2.02026 -0.21698
C 1.97464 3.88553 0.46896
H -2.20710 4.49749 2.26250
H 3.35563 -0.37560 2.11340
H 1.27259 0.53957 1.26895
H 1.94058 3.64367 1.53494
C 2.10457 2.61615 -0.37082
C 2.64951 -2.36427 1.67074
C -2.01024 -2.52358 2.04101
H 0.59950 -2.27114 -2.54277
H -2.37255 2.05675 2.70833
H 3.72307 1.58209 0.76529
H -2.37932 -0.45893 1.55371
H 1.43345 -1.54394 -1.17293
N -0.92510 -1.10593 0.25621
H 2.21907 0.19718 -2.64702
O -2.05986 2.17230 0.66897
Cu -0.85426 0.87584 -0.62413
C 0.47682 -1.56668 -1.70731
H -0.19825 -1.24011 0.95375
C -1.63205 2.42198 1.97946
H -2.16341 -0.68830 -2.92579
H -2.99353 -1.62501 0.34986

Entry 10:
17
Properties=species:S:1:pos:R:3 method="wB97M-V/def2-TZVPD" e_homo_ev=-13.9 fmax_ev_per_a=3.733 charge=+1 energy_ha=-343.033206
N -0.30489 -1.33900 -1.02814
C -1.22635 -0.51937 -0.49758
H -0.33130 1.01814 -1.58592
C 1.98102 1.20160 -0.30043
C 0.72107 0.78141 0.37592
H -0.47402 -2.26893 -1.47181
H 1.73035 2.28710 -0.46390
N -1.91494 -1.15274 0.69193
H 0.70617 0.90066 1.44094
H -0.53961 -1.68786 2.28960
H -2.90252 -1.30374 0.87293
H 3.03807 1.01556 0.01681
C -0.57973 0.91240 -0.41416
H 1.91881 0.99612 -1.45881
H -1.20194 1.80839 -0.10970
C -0.80490 -1.42916 1.33592
C 0.18469 -1.22057 0.30639

Entry 11:
86
Properties=species:S:1:pos:R:3 method="wB97M-V/def2-TZVPD" multiplicity=2 e_homo_ev="-3.3 / -3.2" s2=0.77 fmax_ev_per_a=2.872 charge=-1 energy_ha=-2098.814289
C 0.15946 -2.80422 0.34367
N -0.26709 2.40788 0.11157
H 2.12850 -3.17375 -3.83428
C -3.56210 -1.15093 -1.59184
H -1.85047 1.96027 2.97862
C -3.24733 3.43317 2.24636
C -3.42425 1.76563 0.08203
C 3.25914 1.26962 2.58947
C 2.71053 2.82950 0.84186
C -4.08849 3.79545 1.17749
C -2.05247 -5.12624 3.84470
H -0.60851 5.60044 0.78422
C 4.31380 0.19506 -0.63554
C 3.33572 -1.76705 0.34886
C -2.52012 2.28246 2.19546
H -4.50917 -3.81528 1.94309
C 4.36681 -2.52323 -0.16900
H 0.65624 -2.30786 3.06838
H -2.74296 -2.11263 1.55492
H 4.09575 2.09940 4.36825
H -6.85667 -1.24755 -2.36096
H 6.10010 -0.10763 -1.76101
C -1.09898 4.25888 -0.89989
Rh 0.14284 0.18911 0.04298
H -0.09208 -4.30242 4.06457
H -1.85016 2.33052 -2.87669
H 1.97273 -0.60344 -3.06579
N 0.96528 -1.34976 -1.38101
H 2.57437 -2.22701 0.95813
C 3.70985 2.30467 3.37896
C 0.64747 -2.61552 -0.96185
H -4.07393 -5.72125 3.45001
H 3.30530 0.24474 2.93313
H -3.46405 1.05140 -0.71975
C 2.71904 1.51207 1.31672
H -2.86418 -1.43228 -0.81460
H -0.00438 -3.83124 0.68751
H -1.84742 -5.97042 4.48739
C 5.32549 -0.57385 -1.16505
H -4.65198 4.71471 1.19276
H -1.40298 0.16626 -3.88029
C 3.19494 3.85479 1.62919
C -3.29834 -4.99170 3.25490
H 2.33470 3.02908 -0.15096
N -2.60516 1.43313 1.13427
H -3.16923 4.07143 3.11374
C 5.36417 -1.94044 -0.93508
N 2.26521 0.42559 0.58645
H 6.15965 -2.54338 -1.35007
H 4.04352 4.42130 3.51336
C -1.31757 -3.08569 2.79569
C -0.89411 2.86810 -1.01897
C 1.66667 -2.80220 -2.93730
C 1.58392 -1.46278 -2.54940
C -3.07448 -0.50530 -2.72600
C 3.68153 3.60604 2.90349
C -0.27343 -2.02947 2.54588
H 0.31773 3.34354 1.91107
C -5.80109 -1.03823 -2.45846
C -1.59418 -0.23052 -2.87186
C 1.06748 -3.54377 -1.93062
C -2.56431 -2.96608 2.19137
H -6.01001 -0.09734 -4.37103
C -3.97511 -0.12094 -3.71295
N -1.08060 0.67149 -1.86741
C -1.31170 1.95555 -1.99961
H -1.55680 4.89197 -1.63695
C -0.59972 4.62064 0.34013
H 4.40477 -3.58550 0.03541
H 3.18907 4.86873 1.24787
H -1.06158 -1.17813 -2.76632
C -4.15550 2.91692 0.09591
O -1.94244 0.29118 1.14306
H 4.28823 1.26225 -0.81556
C -0.12030 3.45129 0.93426
H -0.61601 -1.07679 2.96256
C -4.91522 -1.40990 -1.45777
H -5.28833 -1.90192 -0.57005
C -5.32702 -0.39373 -3.58570
C -3.54412 -3.91310 2.41810
H -3.61593 0.38368 -4.60061
C -1.06525 -4.18394 3.60738
N 0.02080 -1.79662 1.15190
H 0.95368 -4.61224 -1.88211
H -4.77623 3.14990 -0.75723
C 3.27071 -0.38493 0.11261

Entry 12:
11
Properties=species:S:1:pos:R:3 method="wB97M-V/def2-TZVPD" e_homo_ev=-8.8 fmax_ev_per_a=1.697 energy_ha=-322.444053
H -2.25315 -0.65330 0.98594
C -2.00873 -0.10165 0.06523
H 1.75640 -1.33536 0.22248
C 1.25501 0.60252 -0.17796
O 0.10350 -0.13110 -1.00822
O 1.59524 1.72445 -0.46048
H 2.96536 -0.17034 0.52380
C -0.54762 0.23388 0.06529
H -2.32052 -0.67388 -0.82441
N 1.97185 -0.37920 0.48702
H -2.57473 0.84234 0.12078